DFT (ωB97M-V/def2-TZVPD) results for a 2-piece molecular cluster, C3H6O3 overall.

As for the largest force on an atom: 0.0373 hartree/bohr. Its multiplicity is 2. The relative energy (zero: lowest compared OMol25 entry of this formula, charge and spin) is 90.7 kJ/mol. The expectation value of S² is 0.753. As for the total charge: -1. The gap between HOMO and LUMO (alpha / beta) is 3.910 / 7.367 eV. For the LUMO energy (alpha / beta), the calculation gives 4.01 / 3.97 eV.

XYZ file:
```
12
Properties=species:S:1:pos:R:3:forces:R:3:lowdin_charge:R:1
O 0.0185 -1.1761 -1.2668 -0.60 -1.14 0.85 -0.266
C 0.5848 -0.0404 -1.4149 0.86 1.70 0.24 -0.517
C -0.1203 1.3015 -1.2816 -0.42 -0.13 -1.63 -0.196
H 1.6925 0.1033 -1.5155 -0.37 -0.52 0.07 0.036
H -1.1329 1.2140 -1.7504 0.41 0.08 0.24 0.051
H 0.4689 1.9662 -1.9427 -0.26 0.17 0.26 0.033
H -0.2897 1.8537 -0.3493 0.21 -0.41 0.53 0.024
O -0.9635 0.0617 1.9652 -0.12 0.30 0.31 0.027
C -0.2452 -0.8569 2.2668 -0.57 0.45 -0.47 -0.445
O 0.0699 -1.8452 1.4636 0.30 -0.47 0.66 0.053
H 0.1783 -0.9198 3.2819 0.24 -0.39 -0.17 0.121
H -0.2612 -1.6620 0.5437 0.33 0.37 -0.88 0.080
```
Positions in Å, forces in eV/Å.


DFT (ωB97M-V/def2-TZVPD) results for a 2-piece molecular cluster, C3H6O3 overall.

As for the largest force on an atom: 0.0133 hartree/bohr. The relative energy (zero: lowest compared OMol25 entry of this formula, charge and spin) is 212.1 kJ/mol. The gap between HOMO and LUMO is 10.117 eV. For the LUMO energy, the calculation gives -0.27 eV.

XYZ file:
```
12
Properties=species:S:1:pos:R:3:forces:R:3:lowdin_charge:R:1
C 2.0156 -0.4729 0.0313 0.23 -0.05 -0.08 -0.036
O 0.7133 -0.3778 0.6194 -0.15 0.07 0.02 -0.046
C -0.0569 0.6026 0.1365 0.21 0.37 -0.38 -0.485
O 0.2469 1.3647 -0.7417 -0.13 -0.38 0.40 0.135
C -1.3915 0.6294 0.8908 -0.45 0.39 -0.05 -0.177
O -2.1954 1.5014 0.7017 0.44 -0.50 0.15 0.092
H 1.9373 -0.7635 -1.0192 -0.01 0.05 0.14 0.101
H 2.5315 0.4879 0.0976 -0.08 -0.13 0.00 0.099
H 2.5423 -1.2359 0.6029 -0.06 0.10 -0.09 0.095
H -2.2755 -1.1147 -1.5236 -0.02 0.05 0.01 0.051
H -1.5480 -0.1989 1.6072 0.01 0.10 -0.06 0.132
H -2.5196 -0.4223 -1.4028 0.01 -0.08 -0.05 0.040
```
Positions in Å, forces in eV/Å.